(1)
Below is 7 unconnected molecules or ions with the total composition C57H67F5N8O3SSi, with properties calculated with wB97M-V/def2-TZVPD.

Summary:
DFT total energy ... -110536.3822 eV
SMILES ... C#Cc1cc2c(cc1C(F)(F)CC[Si](C)(C)c1ccccc1)N(NCC)c1c(cc(CCOCC)c(COC(F)(F)F)c1O)S2.c1cc[nH]c1.c1cc[nH]c1.c1cc[nH]c1.c1cc[nH]c1.c1cc[nH]c1.c1cc[nH]c1
HOMO level ... -7.97 eV
Orbital gap ... 7.27 eV
Total charge ... 0
Largest force on an atom ... 6.49 eV Å⁻¹

Geometry as XYZ:
```
142
Properties=species:S:1:pos:R:3:forces:R:3
C 3.884191 -2.902883 5.226201 -2.6 3.5 -4.8
C 3.266296 -2.277321 4.239780 1.7 -3.8 3.4
C 2.346479 -1.919495 2.990178 -0.7 0.5 -0.4
C 0.999465 -1.125691 3.332088 0.5 -0.7 -3.6
C 0.016523 -0.731093 2.172246 2.9 -2.2 -1.4
C 0.359899 -1.166443 0.692300 3.1 -1.8 2.6
C 1.715197 -1.955467 0.377848 -0.7 1.0 3.4
C 2.766951 -2.338096 1.522475 -4.2 1.6 0.5
C 4.112862 -3.106706 1.112607 0.5 0.0 -0.9
F 3.930173 -3.621874 -0.253991 0.1 1.0 2.9
F 4.381558 -4.290218 1.918843 -0.8 3.0 -1.8
C 5.420862 -2.125260 1.002064 0.6 -2.0 -0.1
C 6.240426 -2.032103 2.391924 0.2 -0.8 -0.2
Si 6.510270 -0.262182 3.074251 1.0 -0.3 1.2
C 8.431823 0.060288 3.074160 0.3 0.8 -0.7
C 6.017178 -0.261128 4.961193 0.1 -0.1 0.2
C 5.689805 1.143554 2.072197 -1.5 4.3 -2.7
C 6.608782 2.405986 1.701277 -3.3 1.0 -1.3
C 6.040054 3.672147 0.904650 -2.3 -3.1 0.6
C 4.535894 3.696114 0.408305 1.8 -3.2 2.4
C 3.613843 2.455629 0.756987 3.5 0.1 1.1
C 4.192834 1.220591 1.594912 1.9 2.9 -1.2
N -0.497688 -0.866461 -0.488890 -1.3 0.1 3.0
N -0.268504 0.505887 -0.752550 0.4 0.9 -1.8
C -0.198491 0.783194 -2.225861 0.3 1.9 -0.8
C 1.254780 1.396406 -2.672508 0.3 -0.1 0.3
C -1.950965 -1.013070 -0.202881 -4.9 -1.5 0.4
C -2.690528 -0.528833 1.114249 -0.7 -1.5 -2.4
C -4.246759 -0.657066 1.371117 2.2 -1.1 -3.4
C -5.142641 -1.310259 0.256872 2.8 0.6 0.1
C -6.727083 -1.394602 0.506736 -0.6 0.0 -0.5
C -7.248168 -0.624800 1.823205 0.9 -0.8 0.3
O -8.689320 -0.775785 2.031028 1.1 1.7 0.3
C -9.170381 0.256252 2.965822 -0.6 0.6 0.7
C -10.778890 0.447042 2.890607 0.7 0.7 0.4
C -4.476779 -1.869640 -1.079339 2.4 1.2 2.2
C -5.275950 -2.599313 -2.267680 1.8 1.1 -0.8
O -6.404708 -3.413802 -1.838513 2.0 -2.6 0.1
C -6.036718 -4.767432 -1.589510 -1.2 -1.1 1.6
F -6.226849 -5.650094 -2.710128 0.9 2.6 2.9
F -6.953277 -5.247766 -0.563753 2.5 1.3 -2.9
F -4.723021 -4.952454 -1.059363 -3.4 0.5 -1.8
C -2.897539 -1.714089 -1.290204 -0.7 1.0 2.5
O -2.228672 -2.205031 -2.492023 -2.2 1.6 1.7
S -1.570196 0.242431 2.416005 0.4 -1.8 -1.2
H 4.563134 -3.277835 6.082235 -1.7 0.9 -2.0
H 0.722787 -0.828649 4.417027 0.8 -0.7 -2.1
H 1.945178 -2.223893 -0.714633 -0.5 0.4 2.0
H 6.122578 -2.677051 0.248986 -1.4 1.0 1.2
H 5.170178 -1.117766 0.512840 0.0 -1.5 1.0
H 5.786003 -2.661041 3.258264 0.5 1.0 -1.8
H 7.297238 -2.497110 2.215479 -1.9 0.9 0.3
H 8.743876 0.274402 1.970517 -0.3 -0.4 1.9
H 9.038532 -0.845401 3.435044 -0.9 1.4 -0.4
H 8.665013 1.015044 3.702799 -0.2 -1.8 -1.1
H 6.257166 -1.301565 5.400255 -0.4 1.6 -0.7
H 4.893200 -0.063485 5.091185 1.8 -0.2 0.1
H 6.690187 0.493150 5.515355 -1.3 -1.0 -0.8
H 7.716819 2.494552 2.017203 -2.1 -0.4 -0.5
H 6.708373 4.593319 0.672591 -1.2 -1.9 0.5
H 4.191358 4.634212 -0.162377 0.4 -1.8 1.0
H 2.507543 2.415524 0.414934 2.1 0.1 0.7
H 3.473656 0.355123 1.815613 1.2 1.4 -0.3
H -0.956531 1.105308 -0.270089 0.5 -0.5 -0.5
H -0.964498 1.643406 -2.424083 1.2 -1.6 0.0
H -0.443857 -0.129639 -2.885738 0.3 1.3 1.4
H 2.107136 0.604661 -2.574427 -1.6 1.3 -0.2
H 1.239224 1.800878 -3.759516 -0.1 -0.9 1.8
H 1.571150 2.295254 -2.003548 -0.8 -1.6 -1.0
H -4.629472 -0.236387 2.379174 0.5 -1.0 -2.1
H -7.050393 -2.499329 0.539142 0.5 1.7 0.0
H -7.303976 -0.926223 -0.395167 1.2 -0.9 1.4
H -6.720311 -1.119851 2.730964 -0.7 1.0 -1.3
H -6.953802 0.483670 1.731586 -0.5 -1.5 0.3
H -8.666888 1.287468 2.750838 -0.8 -1.8 0.2
H -8.911876 0.005256 4.065441 -0.1 0.0 -1.8
H -11.349229 -0.526514 2.682706 1.0 1.5 0.1
H -11.117767 0.859557 3.928689 0.6 -0.8 -1.9
H -10.988580 1.285597 2.121840 0.0 -1.7 1.1
H -5.626079 -1.780501 -3.021783 0.0 -1.6 1.5
H -4.520873 -3.249812 -2.874797 -1.3 1.1 1.3
H -2.617076 -1.669075 -3.224310 0.5 -0.7 0.6
N -15.794191 -0.280151 1.982561 0.1 0.0 0.0
C -14.873795 -1.100382 2.578990 0.0 -0.1 0.1
C -14.307625 -1.884151 1.601862 0.0 0.1 0.3
C -14.904277 -1.519195 0.370013 -0.2 0.2 -0.2
C -15.815575 -0.525250 0.634936 0.0 0.0 -0.1
H -16.366071 0.398659 2.460471 0.1 -0.2 -0.1
H -14.702634 -1.056872 3.644524 0.0 0.0 -0.1
H -13.547135 -2.636048 1.757142 -0.1 0.1 0.0
H -14.690549 -1.936771 -0.603471 0.0 0.1 0.1
H -16.476566 0.026355 -0.017276 0.1 -0.1 0.1
N 2.548074 6.621734 -1.909130 0.0 0.0 0.0
C 3.263713 5.841946 -2.779303 0.0 -0.1 -0.1
C 3.987907 6.674621 -3.597948 0.0 -0.3 0.0
C 3.703604 8.005423 -3.203916 -0.1 0.2 0.2
C 2.814544 7.942122 -2.157967 0.0 0.1 0.0
H 1.923537 6.277565 -1.196384 0.1 0.1 -0.2
H 3.194631 4.764508 -2.741711 0.0 0.1 -0.1
H 4.650110 6.360142 -4.391827 -0.1 0.0 0.1
H 4.105410 8.910220 -3.637023 -0.1 -0.1 0.1
H 2.348851 8.720603 -1.571734 0.1 -0.1 -0.1
N 8.017252 -0.146070 -1.346922 -0.1 -0.2 0.1
C 7.625550 -0.837437 -2.462966 -0.1 0.0 -0.1
C 8.613107 -1.742232 -2.769983 -0.3 0.1 -0.1
C 9.635746 -1.595934 -1.800661 0.1 0.1 0.3
C 9.239808 -0.606230 -0.933666 0.1 0.0 0.1
H 7.487773 0.586670 -0.898586 0.0 -0.3 0.0
H 6.680994 -0.625151 -2.941911 0.1 0.0 0.0
H 8.599887 -2.433826 -3.600117 0.0 0.1 0.1
H 10.559571 -2.153528 -1.742802 -0.1 0.1 0.0
H 9.721782 -0.189841 -0.061444 0.0 -0.1 -0.1
N 8.503723 3.039560 -2.197354 0.1 0.0 -0.1
C 9.217638 2.260720 -3.070093 0.1 -0.1 -0.1
C 9.943723 3.095200 -3.885669 -0.1 -0.3 0.1
C 9.662378 4.425538 -3.487049 -0.1 0.2 0.2
C 8.773182 4.360515 -2.441604 0.0 0.1 0.0
H 7.878056 2.694994 -1.485571 0.1 0.2 -0.1
H 9.146353 1.184017 -3.036560 0.1 0.2 -0.1
H 10.605318 2.782134 -4.680621 -0.1 0.0 0.1
H 10.066247 5.331071 -3.916981 -0.1 -0.1 0.1
H 8.309056 5.138073 -1.852699 0.1 -0.1 -0.1
N -6.686003 2.995384 -0.038265 0.0 0.0 0.0
C -8.047300 2.842427 -0.052910 -0.1 -0.1 0.0
C -8.614572 4.062098 0.227869 -0.1 -0.3 0.0
C -7.557030 4.986487 0.413048 0.3 0.1 0.0
C -6.378584 4.300914 0.240011 0.0 0.1 0.0
H -6.014806 2.261464 -0.206940 -0.1 0.2 0.0
H -8.493647 1.880504 -0.259911 0.0 0.1 0.0
H -9.673806 4.266261 0.291572 0.1 0.0 0.0
H -7.647465 6.037701 0.646514 0.0 -0.1 0.0
H -5.350613 4.628308 0.292011 -0.1 0.0 0.0
N 1.792662 -7.133881 -3.583840 0.0 0.0 0.0
C 2.482608 -6.030701 -3.154547 0.0 0.1 0.0
C 2.599963 -6.109020 -1.787539 0.1 0.2 -0.2
C 1.962642 -7.306034 -1.377509 -0.2 -0.3 -0.1
C 1.476317 -7.919262 -2.507177 -0.1 -0.1 0.0
H 1.555625 -7.336422 -4.542398 0.1 0.0 0.2
H 2.828185 -5.286504 -3.856952 0.0 -0.1 0.1
H 3.091488 -5.385134 -1.153179 -0.1 -0.2 -0.1
H 1.870226 -7.678691 -0.367370 0.0 0.0 -0.1
H 0.932822 -8.843589 -2.637229 0.1 0.1 0.0
```
Positions in Å, forces in eV/Å.

(2)
Below is a molecular structure, C57H68BrInO3P2, with properties calculated with wB97M-V/def2-TZVPD.

Summary:
Energy relative to the best compared isomer or geometry (same formula, charge and spin) ... 2.7104 eV
DFT total energy ... -160149.6372 eV
HOMO level (spin up / spin down) ... -7.19 / -7.12 eV
Orbital gap (spin up / spin down) ... 6.69 / 6.56 eV
Total charge ... 0
Largest force on an atom ... 0.76 eV Å⁻¹

Geometry as XYZ:
```
132
Properties=species:S:1:pos:R:3:forces:R:3
In -1.315539 1.279949 -1.194389 -0.3 0.1 0.0
C -1.469713 4.459338 -0.337125 0.1 0.0 0.0
C -2.300613 4.306781 -1.403935 -0.1 -0.1 -0.2
C -3.592134 3.792688 -0.908379 0.0 0.1 -0.1
C -3.494472 3.607335 0.465608 0.1 -0.1 0.2
C -2.206060 4.015373 0.849636 -0.1 0.0 0.1
C -1.685375 3.982895 2.247668 0.0 0.0 -0.1
C -4.542639 3.058970 1.389398 0.0 0.1 -0.1
C -4.768691 3.584672 -1.790672 0.1 -0.1 0.0
C -2.010572 4.560152 -2.851200 0.0 0.0 0.2
C -0.061999 4.981528 -0.353056 -0.1 -0.1 -0.1
H -2.451762 4.312936 2.953564 0.0 0.0 0.0
H -0.803167 4.611737 2.373415 0.0 0.0 0.0
H -1.411329 2.957060 2.528575 0.0 0.1 0.0
H -5.055097 3.849686 1.947240 0.0 0.0 0.0
H -4.098449 2.375180 2.113226 0.0 0.0 0.1
H -5.292731 2.495403 0.833778 0.0 0.0 0.0
H -5.083260 4.534843 -2.236840 0.0 0.0 0.1
H -5.609073 3.148936 -1.252803 0.0 0.0 0.0
H -4.499143 2.921345 -2.617903 0.0 0.0 0.0
H -2.584125 5.409891 -3.235180 0.0 0.0 0.0
H -2.282584 3.684888 -3.449356 0.0 0.0 0.0
H -0.949402 4.766497 -3.003346 -0.1 0.0 0.0
H 0.249766 5.318641 0.636863 0.0 0.0 0.0
H 0.030471 5.830028 -1.034804 0.0 0.0 0.0
H 0.646243 4.208848 -0.677587 0.0 0.0 0.1
O -3.082112 1.016212 -3.222732 -0.1 -0.2 0.0
C -3.677965 0.342619 -2.349777 0.1 0.1 0.2
O -3.690968 0.642859 -1.118023 0.2 -0.2 0.1
C -4.379349 -0.945198 -2.709235 0.2 -0.6 0.4
C -5.187968 -0.983698 -3.836831 0.0 0.1 0.1
C -5.900348 -2.127000 -4.157298 -0.1 -0.1 -0.1
C -5.785675 -3.254726 -3.363975 -0.1 -0.1 -0.1
C -4.937518 -3.255415 -2.266489 0.0 0.2 0.1
C -4.221672 -2.113244 -1.902339 -0.1 0.5 -0.4
P -3.027774 -2.155927 -0.477684 -0.1 -0.1 -0.2
C -2.645077 -3.969162 -0.386863 0.1 0.1 -0.1
C -2.151148 -4.611386 -1.528819 -0.1 0.0 0.1
C -1.696617 -5.920471 -1.473214 0.0 0.0 0.0
C -1.700391 -6.611430 -0.267819 0.0 0.0 0.0
C -2.154213 -5.978255 0.879500 0.0 0.0 0.0
C -2.618850 -4.668628 0.819975 -0.2 0.0 -0.1
C -4.100632 -1.968931 0.998137 0.1 0.2 -0.1
C -3.453608 -1.689177 2.203631 0.0 0.0 0.0
C -4.174489 -1.497186 3.374659 0.1 0.0 0.0
C -5.561047 -1.549885 3.344286 0.0 0.0 0.0
C -6.212467 -1.807020 2.145364 -0.1 0.0 0.0
C -5.489633 -2.022675 0.978632 0.0 0.0 0.1
H -5.270262 -0.098673 -4.457377 0.1 0.0 0.1
H -6.545981 -2.139275 -5.027034 0.0 0.0 0.0
H -6.353287 -4.146422 -3.605138 0.1 0.0 0.0
H -4.837358 -4.157451 -1.677891 0.0 0.0 0.0
H -2.122881 -4.078316 -2.471572 0.0 -0.1 0.0
H -1.330845 -6.404893 -2.371780 0.0 0.0 0.0
H -1.354398 -7.637755 -0.224441 0.0 0.1 0.0
H -2.145842 -6.505187 1.826767 0.0 0.0 0.0
H -2.976274 -4.190938 1.723822 0.0 0.0 0.0
H -2.368682 -1.617801 2.209811 0.0 0.0 0.1
H -3.655537 -1.292743 4.304556 0.0 0.0 0.0
H -6.133569 -1.383948 4.248810 0.0 0.0 0.0
H -7.296124 -1.841038 2.119723 0.1 0.0 0.0
H -6.014372 -2.222161 0.052344 0.0 0.0 0.0
Br -1.040954 -1.765676 -3.602420 0.2 0.1 -0.1
C 1.675826 -3.320665 -3.262300 0.2 0.1 0.0
C 2.697181 -4.190160 -3.120078 -0.2 -0.1 0.1
C 4.013417 -3.673582 -3.241692 0.0 0.1 0.0
C 4.215560 -2.345660 -3.498357 0.0 0.0 0.0
C 3.127379 -1.449916 -3.664513 -0.2 -0.2 0.0
C 3.301075 -0.079655 -3.971143 0.1 0.1 0.0
C 2.226081 0.741829 -4.148604 0.1 0.1 0.0
C 0.908362 0.245650 -4.042246 0.0 0.0 -0.1
C 0.713678 -1.068083 -3.737872 -0.1 -0.1 0.0
C 1.800845 -1.955849 -3.541904 0.0 0.1 0.0
H 2.534259 -5.245092 -2.925794 0.0 0.1 0.0
H 4.855954 -4.347315 -3.139673 0.0 0.0 0.0
H 5.223698 -1.958892 -3.598629 0.0 0.0 0.0
H 4.311059 0.302992 -4.081496 -0.1 0.0 0.0
H 2.373675 1.788114 -4.389279 0.0 -0.1 0.0
H 0.062477 0.890814 -4.241524 0.0 0.0 0.1
O 1.137265 1.355249 0.152622 -0.1 0.2 0.0
P 2.108494 0.727084 1.106322 -0.2 -0.2 0.2
C 3.743753 0.598997 0.275921 -0.2 0.1 0.2
C 4.950149 0.116726 1.095700 0.1 0.0 -0.1
C 6.221298 0.315266 0.267815 0.0 0.1 0.1
C 6.521691 1.814203 0.073905 -0.1 0.0 0.0
C 5.240414 2.664015 0.133671 0.1 -0.2 -0.1
C 4.058235 1.919197 -0.482009 0.0 0.1 0.1
C 2.084070 1.692144 2.670206 0.2 0.0 -0.2
C 2.088354 3.193804 2.329170 0.0 0.0 0.1
C 2.106940 4.013464 3.616180 0.1 0.0 0.0
C 3.403365 3.775474 4.424631 0.0 -0.1 -0.1
C 4.103125 2.470559 4.021531 -0.2 0.1 0.0
C 3.089933 1.349225 3.800638 0.0 0.0 -0.1
C 1.500320 -0.946495 1.539431 0.2 0.1 -0.1
C 2.406750 -1.836955 2.435411 0.0 0.0 -0.1
C 2.759847 -3.158914 1.752538 -0.2 0.0 0.0
C 1.493204 -3.928202 1.364627 0.1 0.1 -0.1
C 0.478470 -3.038584 0.604776 0.3 0.0 0.0
C 1.064928 -1.672037 0.257805 -0.1 -0.1 0.1
H 3.512965 -0.167462 -0.474610 0.1 0.0 0.0
H 4.837955 -0.938065 1.352774 0.0 0.1 0.0
H 5.046929 0.679311 2.029773 0.0 -0.1 -0.1
H 6.080893 -0.171481 -0.703282 0.0 0.0 0.0
H 7.066234 -0.176982 0.752706 0.0 0.0 -0.1
H 7.012405 1.965125 -0.890553 0.0 0.0 0.0
H 7.218902 2.156936 0.841431 0.0 0.0 0.0
H 5.396801 3.606475 -0.393481 0.0 0.0 0.0
H 5.012932 2.921454 1.171182 0.0 0.0 -0.1
H 4.303147 1.685525 -1.519974 0.0 0.0 -0.1
H 3.169555 2.551961 -0.511964 0.0 0.0 -0.1
H 1.075000 1.447408 3.021903 0.0 0.0 0.0
H 1.205493 3.422896 1.734061 0.1 0.0 0.0
H 2.959788 3.450327 1.716750 -0.1 0.0 0.0
H 1.234694 3.733339 4.215482 0.0 0.0 0.0
H 2.001950 5.074663 3.382741 0.0 0.0 0.0
H 3.166131 3.740473 5.490288 0.0 0.0 0.0
H 4.095405 4.607949 4.281461 0.0 0.0 0.0
H 4.814099 2.177790 4.795567 0.0 0.0 0.0
H 4.682745 2.627776 3.108909 0.0 0.0 0.0
H 2.538523 1.203721 4.733911 0.0 0.0 0.0
H 3.612850 0.414220 3.601681 -0.1 0.0 0.1
H 0.581267 -0.708405 2.088093 0.0 0.0 0.0
H 1.883596 -2.059950 3.368781 0.0 0.0 0.0
H 3.327800 -1.323497 2.710869 -0.1 -0.1 0.1
H 3.366217 -3.766147 2.427969 0.0 0.0 0.0
H 3.370431 -2.966578 0.863895 0.0 0.0 0.0
H 1.029969 -4.317384 2.275771 0.0 0.0 0.0
H 1.773153 -4.791064 0.756093 -0.1 0.0 0.0
H -0.419319 -2.888699 1.210397 0.0 0.0 0.0
H 0.148970 -3.531230 -0.311226 0.0 0.0 0.0
H 0.318156 -1.069510 -0.261008 0.0 0.0 -0.1
H 1.910567 -1.795245 -0.425837 0.0 0.0 -0.1
```
Positions in Å, forces in eV/Å.

Q: What is the formula in the second record?
A: C57H68BrInO3P2

Q: Look up the total charge of the first one.
A: 0

Q: Which value of largest force on an atom does entry 1 give?
A: 6.49 eV Å⁻¹